ORCA calculation (ωB97M-V/def2-TZVPD) on a 2-piece molecular cluster, C5H3N4O4S overall.

Properties
- HOMO-LUMO gap (eV) = 4.38
- total energy (Ha) = -1110.338365
- 2S+1 = 1
- ΔE to the lowest compared entry with this formula, charge and spin (kcal per mole) = 1.1
- E_HOMO (eV) = -3.273
- LUMO (hartree) = 0.04052
- net charge = -1
- maximum force (eV/Å) = 2.84

CARTESIAN COORDINATES (ANGSTROEM)
S: 1.364 1.052 0.785
O: -2.214 -2.242 0.858
O: 3.052 -2.479 0.788
O: -2.894 -0.157 0.874
O: 3.876 -0.433 0.835
N: 2.919 -1.236 0.807
N: -1.294 1.579 -2.188
N: -0.981 3.982 -2.731
N: -1.989 -1.015 0.838
C: -1.126 2.812 -2.522
C: 1.598 -0.696 0.798
C: -0.303 0.803 0.768
C: 0.457 -1.452 0.788
C: -0.643 -0.573 0.777
H: -1.013 1.616 0.735
H: 0.409 -2.529 0.795
H: -1.219 0.967 -3.004